Density functional theory data (ωB97M-V/def2-TZVPD) for a molecular structure, C27H40I2NPS2Si3Zn.

Each line ends with the Löwdin charge.
Atoms and positions in Å:
Zn1 0.3098 1.3336 0.6028  0.3715
C1 -4.0332 1.8105 2.6217  -0.1779
Si1 -2.8807 1.6011 1.1448  0.3680
C2 -2.4819 3.2890 0.4148  -0.1836
C3 -3.8896 0.7199 -0.1555  -0.1833
C4 -1.2723 0.8032 1.7067  -0.5372
Si2 -1.0149 -1.0749 1.6298  0.3926
C5 -2.3467 -2.0430 0.7555  -0.1672
C6 -0.8235 -1.8808 3.3262  -0.1808
C7 0.6080 -1.4946 0.7651  -0.1904
Si3 -0.6972 1.5092 3.3153  0.4298
C8 -0.7820 3.3786 3.4889  -0.1806
C9 -1.4503 0.8420 4.9049  -0.1645
C10 1.2051 1.1934 3.3157  -0.2679
C11 2.0045 1.0719 4.4499  -0.0453
C12 3.3720 0.8979 4.3240  -0.0420
C13 3.9344 0.8438 3.0563  -0.0404
C14 3.0988 0.9756 1.9672  -0.1393
N1 1.7816 1.1505 2.0965  -0.0532
H1 -4.9685 2.2746 2.2960  0.0358
H2 -3.6276 2.4200 3.4326  0.0101
H3 -4.2835 0.8299 3.0385  0.0365
H4 -1.9641 3.1596 -0.5425  0.0228
H5 -1.8499 3.9014 1.0605  0.0005
H6 -3.3985 3.8492 0.2099  0.0379
H7 -4.5935 1.4496 -0.5682  0.0405
H8 -4.4750 -0.0994 0.2609  0.0278
H9 -3.2926 0.3360 -0.9827  -0.0274
H10 -3.3330 -1.8805 1.1954  0.0311
H11 -2.1042 -3.1043 0.8683  0.0417
H12 -2.3995 -1.8236 -0.3116  0.0072
H13 -0.1157 -1.3870 3.9951  0.0165
H14 -0.4484 -2.8933 3.1478  0.0380
H15 -1.7771 -1.9764 3.8512  0.0330
H16 0.6802 -1.0438 -0.2339  -0.0261
H17 0.6462 -2.5747 0.5981  0.0401
H18 1.4925 -1.2353 1.3517  0.0250
H19 -1.8144 3.7339 3.4978  0.0300
H20 -0.2520 3.9094 2.6977  -0.0401
H21 -0.3264 3.6586 4.4436  0.0422
H22 -1.9868 1.6476 5.4112  0.0373
H23 -0.7005 0.4547 5.5985  0.0283
H24 -2.1612 0.0394 4.7117  0.0225
H25 1.5474 1.1068 5.4305  0.1053
H26 3.9954 0.7967 5.2034  0.1137
H27 4.9955 0.6957 2.9130  0.1111
H28 3.4780 0.9187 0.9534  0.1079
I1 1.7639 4.4013 0.5331  0.8063
C15 2.7306 3.2975 -1.0020  -1.0705
I2 1.3566 1.7647 -1.7610  0.9386
H29 3.6365 2.8704 -0.5880  -0.0484
H30 2.9570 3.9825 -1.8116  -0.0432
S1 -2.2193 -2.6897 -3.5291  0.1945
P1 -0.6359 -1.5548 -3.4009  0.0313
S2 -0.9187 0.1771 -2.3599  0.0945
C16 0.7772 -2.4480 -2.6572  -0.3920
C17 2.0577 -1.8994 -2.7146  -0.1214
C18 3.1276 -2.5567 -2.1299  -0.0848
C19 2.9271 -3.7748 -1.4904  -0.0914
C20 1.6594 -4.3328 -1.4479  -0.0904
C21 0.5848 -3.6721 -2.0325  -0.1156
C22 0.0474 -1.1183 -5.0366  -0.3880
C23 0.3367 -2.1623 -5.9152  -0.0946
C24 0.8825 -1.8945 -7.1588  -0.0811
C25 1.1369 -0.5815 -7.5396  -0.0919
C26 0.8402 0.4587 -6.6745  -0.0865
C27 0.2969 0.1912 -5.4225  -0.1189
H31 2.2177 -0.9630 -3.2357  0.0756
H32 4.1212 -2.1284 -2.1827  0.1002
H33 3.7638 -4.2921 -1.0374  0.0998
H34 1.5036 -5.2887 -0.9634  0.1039
H35 -0.4130 -4.0945 -2.0111  0.0672
H36 0.1199 -3.1823 -5.6200  0.1023
H37 1.1043 -2.7094 -7.8362  0.1022
H38 1.5582 -0.3724 -8.5149  0.0998
H39 1.0255 1.4830 -6.9732  0.1003
H40 0.0491 0.9988 -4.7452  0.0448

Results
strongest force on any atom = 0.2 eV/Å
E = -5488.6907 hartree
highest occupied orbital energy = -7.42 eV
energy relative to the best compared isomer or geometry (same formula, charge and spin) = 2.0094 eV